Density functional theory data (ωB97M-V with the def2-TZVPD basis set) for a molecular structure, C29H46AuP2Se in a non-equilibrium geometry.

Structure (XYZ):
```
79
C29H46AuP2Se, DFT ωB97M-V with the def2-TZVPD basis set
Au -0.30481 -2.11564 -3.98107
C -0.53259 -2.91391 2.49714
C 0.74802 -3.17609 1.92977
C 0.99447 -1.54860 3.53692
C -0.38122 -1.89300 3.47170
C 1.69196 -2.32985 2.57360
C -1.79930 -3.59634 2.15324
H -1.71789 -4.11836 1.19220
H -2.63478 -2.88362 2.08987
H -2.06858 -4.34342 2.91665
C -1.45908 -1.26677 4.26379
H -2.38255 -1.85312 4.20125
H -1.68026 -0.24627 3.90861
H -1.17176 -1.18519 5.32159
C 1.59710 -0.55036 4.44087
H 1.10826 -0.57271 5.42513
H 1.49377 0.47212 4.04248
H 2.66522 -0.75046 4.58024
C 3.14656 -2.27190 2.32590
H 3.71421 -2.73785 3.14749
H 3.49539 -1.23120 2.24403
H 3.41140 -2.79701 1.39949
C 1.04275 -4.17527 0.88205
H 1.20729 -5.17396 1.31725
H 1.94462 -3.90714 0.32186
H 0.20977 -4.26355 0.17169
C -1.43166 -0.67283 -4.93549
C -0.70449 -1.46750 -5.91048
C 0.56529 -0.97262 -6.58505
C 1.77499 -0.95147 -5.61956
C 1.39164 -1.02383 -4.10792
C 1.18997 0.35807 -3.54326
C 0.29787 1.23477 -4.42658
C -1.14311 0.80223 -4.75416
H 0.42058 0.00305 -7.08399
H 2.39155 -0.07154 -5.83462
H 0.78227 -1.70352 -7.38585
H -1.40649 1.33812 -5.68347
H -2.49040 -0.92121 -4.79675
H -1.29353 -2.20029 -6.47649
H -1.83126 1.18278 -3.97357
H 0.22862 2.24425 -3.98215
H 2.19038 0.83903 -3.61340
H 0.81532 1.36601 -5.38954
H 2.38080 -1.83887 -5.85073
H 2.16691 -1.58258 -3.56576
P -1.24561 1.23768 0.24739
C -2.72601 2.22501 0.36477
C -1.67972 -0.50458 0.32179
P 1.27999 1.00983 -1.62535
C -0.43618 1.58925 -1.34904
C 1.56341 -0.56956 -0.78869
C 2.53496 2.20956 -1.18993
H -2.64456 2.99688 1.13873
H -3.56312 1.55473 0.60611
H -2.89263 2.69523 -0.61544
H -0.82267 -1.14570 0.54855
H -2.10818 -0.80910 -0.64635
H -2.43076 -0.64609 1.11373
H 2.62580 2.95655 -1.99067
H 3.49948 1.68986 -1.07031
H 2.27358 2.70220 -0.23840
H -0.46379 2.68376 -1.49581
H -1.08706 1.12948 -2.11856
H 1.38717 -0.51193 0.29325
H 2.61104 -0.86509 -0.94685
H 0.92625 -1.35717 -1.21464
Se 0.26590 1.80608 1.81681
C -0.70899 2.95687 3.08943
C -1.18093 4.22215 2.69798
C -1.79895 5.05932 3.63124
C -1.91631 4.65671 4.96395
C -1.44725 3.39997 5.36386
C -0.83871 2.54783 4.43122
H -1.05153 4.54406 1.66023
H -2.18584 6.03099 3.31049
H -2.37188 5.32242 5.69833
H -1.54665 3.07539 6.39950
H -0.45347 1.57478 4.73778
```

* LUMO level (alpha / beta): -0.1222 / -0.1490 hartree
* net charge: +1
* HOMO level (alpha / beta): -6.992 / -6.989 eV
* multiplicity: 3

Löwdin population analysis, charges in e, atoms 1 to 8:
1. Au 0.9520
2. C -0.2906
3. C -0.2743
4. C -0.2780
5. C -0.2763
6. C -0.2792
7. C -0.0831
8. H 0.0615

Density functional theory data (ωB97M-V with the def2-TZVPD basis set) for a molecular structure, C18H23Cl2NO2OsPS in a non-equilibrium geometry.

Structure (XYZ):
```
49
C18H23Cl2NO2OsPS, DFT ωB97M-V with the def2-TZVPD basis set
C 2.34583 1.84444 -2.76442
C 1.65199 1.14224 -1.62043
H 3.27635 1.36094 -3.01429
H 2.55286 2.86553 -2.40313
H 1.76124 2.07331 -3.68035
O 1.97466 0.32512 -0.59810
Cl 0.89682 2.55929 -0.89288
Os -0.60134 -0.63204 0.54950
P -1.28491 -0.89372 -1.57539
C -1.38372 -2.65934 -2.05990
C -3.01043 -0.24589 -1.60660
H -0.79524 0.96845 -3.04063
H -1.38999 -0.46212 -3.92647
H 0.30675 -0.41613 -3.38463
C -0.71465 -0.11798 -3.13197
H -2.99255 0.81144 -1.29910
H -3.39492 -0.29748 -2.63399
H -1.95175 -2.76330 -2.99745
H -1.87244 -3.24951 -1.27246
H -3.64937 -0.82439 -0.92113
H -0.37408 -3.06325 -2.22305
C 0.15053 -2.32783 0.82050
O 0.60646 -3.44458 0.97708
Cl -2.37800 -0.47595 1.81386
N 0.87516 0.06376 1.82042
S 0.51121 1.50398 2.70670
C -0.08300 0.54922 4.07674
C 0.35171 -0.80314 4.19607
C -0.13832 -1.52469 5.32950
C -0.99838 -0.96489 6.20803
C -1.49555 0.38615 6.03886
C -0.98009 1.11882 4.92421
C 2.07554 2.19844 3.36321
C 2.25432 3.55745 3.35403
C 3.44470 4.16689 3.86391
C 4.45683 3.27293 4.37396
C 4.27177 1.92333 4.41120
C 3.05821 1.32328 3.92226
H 1.90291 0.38780 1.39603
H 0.95177 -1.24890 3.45618
H 0.23091 -2.54895 5.42848
H -1.36209 -1.51722 7.07329
H -2.18378 0.80429 6.69400
H -1.33309 2.13861 4.74726
H 1.47342 4.21679 2.95717
H 3.58701 5.20547 3.87162
H 5.37756 3.72075 4.74617
H 5.02862 1.25043 4.81396
H 2.88760 0.29081 3.98403
```

* LUMO level (alpha / beta): -0.3995 / -0.5003 hartree
* net charge: +3
* HOMO level (alpha / beta): -17.757 / -17.726 eV
* multiplicity: 5

Löwdin population analysis, charges in e, atoms 1 to 8:
1. C -0.0970
2. C -0.6414
3. H 0.1013
4. H 0.0764
5. H 0.1212
6. O -0.1875
7. Cl 0.7147
8. Os 0.9746

Density functional theory data (ωB97M-V with the def2-TZVPD basis set) for 12 unconnected molecules or ions with the total composition C48H132N12O12 in a non-equilibrium geometry.

Structure (XYZ):
```
204
C48H132N12O12, DFT ωB97M-V with the def2-TZVPD basis set
C 3.21556 7.61051 -0.23840
C 2.26690 6.43220 -0.46127
C 0.81624 6.77365 -0.17752
O 0.01067 5.60305 -0.17665
C -1.34731 5.91870 0.09296
N 2.46797 5.89716 -1.81227
H 3.13502 7.95439 0.79366
H 2.97073 8.44404 -0.89925
H 4.24099 7.30998 -0.44829
H 2.56213 5.63792 0.24009
H 0.51335 7.60534 -0.82733
H 0.71626 7.20197 0.83123
H -1.87770 6.34867 -0.75935
H -1.45806 6.54458 0.98037
H -1.82752 4.95585 0.27919
H 1.96797 5.02383 -1.93296
H 3.44589 5.77611 -2.03000
C -8.01292 0.28574 1.60201
C -7.14026 0.93095 0.48826
C -5.66472 0.69164 0.72611
O -5.08297 1.61558 1.58428
C -3.78518 1.23145 1.98722
N -7.51426 0.22786 -0.73049
H -7.80632 -0.77697 1.71230
H -9.04465 0.30401 1.23646
H -7.96783 0.92951 2.47894
H -7.33442 2.00993 0.48837
H -5.15755 0.66331 -0.25749
H -5.45601 -0.36374 0.96914
H -3.42241 2.00624 2.65858
H -3.19521 1.21250 1.06279
H -3.74358 0.26160 2.49175
H -7.06120 0.70669 -1.50811
H -8.50713 0.25057 -0.91716
C -3.87068 1.11655 -2.84359
C -2.55765 1.41687 -3.53303
C -2.58044 0.92506 -4.99271
O -2.76770 -0.47150 -5.15813
C -1.68884 -1.20537 -4.64044
N -2.24919 2.84438 -3.52088
H -3.85552 1.42111 -1.79668
H -4.11779 0.05888 -2.93655
H -4.68567 1.67923 -3.31408
H -1.80801 0.89815 -2.92566
H -1.61776 1.22702 -5.42042
H -3.47904 1.33851 -5.45225
H -1.70878 -2.22401 -5.03220
H -1.75303 -1.29817 -3.55164
H -0.69692 -0.81647 -4.90069
H -2.92314 3.32405 -4.11986
H -1.39534 2.92986 -4.07610
C 7.94661 -4.05669 -3.34711
C 7.22284 -3.24301 -2.27807
C 6.34454 -2.14315 -2.91006
O 5.62651 -1.46875 -1.91602
C 4.95023 -0.34808 -2.43261
N 6.36503 -4.17163 -1.47083
H 8.48811 -3.37909 -4.01179
H 7.34863 -4.77924 -3.89632
H 8.74255 -4.56096 -2.79468
H 7.92731 -2.76733 -1.59198
H 5.71330 -2.68520 -3.62731
H 7.06696 -1.44769 -3.36077
H 5.55791 0.34102 -3.02889
H 4.43708 0.19818 -1.64121
H 4.16590 -0.70003 -3.11566
H 5.60341 -3.61785 -1.08266
H 5.90196 -4.68255 -2.22528
C -7.49221 -3.92523 0.12469
C -6.72349 -4.38798 -1.13623
C -5.25396 -4.56785 -0.80282
O -4.60170 -3.35503 -0.43984
C -4.54390 -2.37151 -1.45618
N -7.33344 -5.67168 -1.54886
H -7.61406 -4.78644 0.78936
H -8.49324 -3.59836 -0.14302
H -6.88362 -3.20822 0.67598
H -6.91683 -3.60712 -1.86871
H -4.62615 -4.96162 -1.62061
H -5.06931 -5.32663 -0.03665
H -4.16743 -2.80209 -2.38932
H -3.81924 -1.62226 -1.13470
H -5.51712 -1.88388 -1.54029
H -6.69071 -6.05398 -2.24459
H -7.27444 -6.36527 -0.80790
C 2.31435 -1.79784 -1.29932
C 1.96694 -3.16245 -1.91029
C 0.74121 -3.16504 -2.82924
O -0.48396 -2.94873 -2.15935
C -0.95878 -4.02769 -1.37462
N 3.15327 -3.66152 -2.61664
H 2.40306 -1.01282 -2.05943
H 3.31109 -1.85050 -0.86117
H 1.60265 -1.45251 -0.55076
H 1.80775 -3.86959 -1.09340
H 0.66437 -4.06556 -3.45096
H 0.85841 -2.30735 -3.50084
H -1.94383 -3.89215 -0.92984
H -0.27859 -4.38052 -0.59806
H -1.10721 -4.83649 -2.10385
H 3.19368 -3.30593 -3.56883
H 3.10663 -4.66950 -2.71845
C -3.07230 2.43494 6.47917
C -1.94187 1.79438 5.67973
C -0.69980 2.68115 5.70136
O -0.88832 3.88908 4.99866
C -0.43099 3.85901 3.67067
N -1.62052 0.47144 6.27004
H -3.41570 3.40099 6.09968
H -2.71773 2.71597 7.47294
H -3.93733 1.77120 6.48529
H -2.19129 1.59253 4.62877
H 0.21364 2.13696 5.44640
H -0.59908 2.96660 6.75384
H -0.71354 4.72971 3.07046
H -0.85277 2.99505 3.14852
H 0.66209 3.94541 3.64548
H -2.53060 0.01270 6.21721
H -1.10665 -0.00817 5.52154
C 1.70184 -1.28521 2.63213
C 0.70230 -1.22034 3.78627
C 1.40877 -1.03670 5.13263
O 2.22181 0.12284 5.11734
C 2.41796 0.70924 6.38905
N -0.20979 -0.08185 3.54306
H 1.25387 -1.36190 1.64211
H 2.39381 -2.11955 2.79966
H 2.35016 -0.40650 2.58341
H 0.13186 -2.15238 3.79773
H 2.10435 -1.88567 5.20471
H 0.77785 -1.13897 6.01808
H 1.45255 0.91866 6.85795
H 2.96074 1.63120 6.18205
H 3.02261 0.13501 7.09861
H -0.42601 -0.04019 2.55669
H 0.30099 0.74165 3.84214
C 1.62468 0.45782 -4.84973
C 2.81143 1.40726 -4.66245
C 3.89153 1.31747 -5.74343
O 4.20050 -0.04258 -5.99368
C 5.36736 -0.15808 -6.79303
N 2.23049 2.77053 -4.63996
H 0.87647 0.62636 -4.07451
H 1.95521 -0.58518 -4.90411
H 1.12900 0.64316 -5.80786
H 3.32398 1.31137 -3.70406
H 4.78108 1.84579 -5.39039
H 3.50945 1.78486 -6.65829
H 6.23899 0.24140 -6.26575
H 5.21311 0.46531 -7.68120
H 5.51885 -1.19213 -7.08605
H 1.49971 2.78121 -5.34638
H 1.71510 2.83931 -3.76592
C 4.89542 -0.48028 1.35180
C 6.23716 0.20570 1.06403
C 6.93458 0.75948 2.30605
O 8.06696 1.48450 1.85611
C 8.97665 1.83598 2.86022
N 7.17291 -0.69033 0.37472
H 4.52338 -0.99967 0.46869
H 4.15476 0.24066 1.69221
H 5.08857 -1.25812 2.09463
H 5.99272 1.06569 0.42433
H 7.34154 -0.03579 2.94570
H 6.28516 1.36980 2.94534
H 8.53643 2.45100 3.65218
H 9.75627 2.40411 2.35230
H 9.45548 0.96083 3.31651
H 8.00533 -0.15329 0.14715
H 6.75888 -0.92322 -0.53684
C 2.02446 1.93047 -0.65667
C 0.58396 2.03929 -1.11143
C -0.44954 1.90571 0.01050
O -0.49745 0.57223 0.52233
C -1.07726 -0.34576 -0.40039
N 0.44797 3.31003 -1.88545
H 2.17151 1.00507 -0.08916
H 2.18973 2.68764 0.12219
H 2.78973 2.08906 -1.41179
H 0.36537 1.27018 -1.85987
H -1.45075 2.10178 -0.39309
H -0.21387 2.59100 0.82584
H -0.43720 -0.57087 -1.25101
H -2.09372 -0.03887 -0.66354
H -1.18160 -1.29476 0.13121
H 0.16047 3.97603 -1.15041
H -0.37956 3.28495 -2.47814
C -2.74720 -2.83712 4.55685
C -3.36163 -3.55919 3.33722
C -4.84433 -3.31200 3.20003
O -5.48899 -3.47944 4.43711
C -6.88470 -3.33430 4.41494
N -2.56917 -3.12268 2.18174
H -3.30000 -3.06779 5.46868
H -2.82410 -1.75725 4.39868
H -1.70308 -3.07335 4.75205
H -3.17361 -4.63323 3.40854
H -5.25930 -3.95433 2.40833
H -5.04604 -2.30443 2.80195
H -7.31083 -4.19955 3.89156
H -7.21547 -2.42469 3.89881
H -7.24242 -3.29260 5.44123
H -2.72099 -2.14787 1.93812
H -2.95850 -3.65821 1.40497
```

* LUMO level: 0.0179 hartree
* net charge: 0
* HOMO level: -8.711 eV
* SMILES string: COC[C@H](C)N.COC[C@H](C)N.COC[C@H](C)N.COC[C@H](C)N.COC[C@H](C)N.COC[C@H](C)N.COC[C@H](C)N.COC[C@H](C)N.COC[C@H](C)N.COC[C@H](C)N.COC[C@H](C)N.COC[C@H](C)N

Löwdin population analysis, charges in e, atoms 1 to 8:
1. C -0.0641
2. C -0.4489
3. C -0.2047
4. O -0.2304
5. C -0.0964
6. N 0.0513
7. H 0.0765
8. H 0.0797

Density functional theory data (ωB97M-V with the def2-TZVPD basis set) for a molecular structure, C24H29CeClN2O2P in a non-equilibrium geometry.

Structure (XYZ):
```
60
C24H29CeClN2O2P, DFT ωB97M-V with the def2-TZVPD basis set
Ce -0.05676 -0.33778 0.86818
Cl -0.19304 -2.89703 0.38829
C 0.15441 2.20833 0.73911
O 0.23282 3.34825 0.96177
P 0.07147 0.15737 -1.79795
C -1.53739 -0.25811 -2.54544
C 0.52606 1.79900 -2.39754
C 1.33731 -1.04030 -2.32270
C 1.75615 1.96126 -3.04559
C 2.07374 3.22195 -3.54965
C 1.18649 4.28677 -3.34212
C -0.01155 4.12410 -2.62728
C -0.33921 2.86878 -2.12488
H 2.40810 1.08927 -3.17546
H 3.00606 3.33800 -4.10579
H 1.43683 5.26357 -3.74525
H -0.69901 4.96035 -2.47277
H -1.26023 2.69978 -1.54529
C -2.47294 -1.07430 -1.88115
C -3.65998 -1.39053 -2.54859
C -3.89463 -0.87064 -3.83007
C -2.96727 -0.03206 -4.46585
C -1.77710 0.28659 -3.81318
H -2.25906 -1.48952 -0.87629
H -4.39187 -2.04821 -2.07091
H -4.81393 -1.11594 -4.35416
H -3.13091 0.38547 -5.45994
H -1.02296 0.94764 -4.25720
C 1.11329 -1.75254 -3.50982
C 2.11438 -2.60383 -3.97441
C 3.29474 -2.75063 -3.22970
C 3.48492 -2.06923 -2.02004
C 2.49114 -1.21231 -1.53772
H 0.16969 -1.60121 -4.04335
H 1.95385 -3.13154 -4.91718
H 4.07141 -3.41289 -3.60862
H 4.41120 -2.19220 -1.45338
H 2.62227 -0.67834 -0.57561
H -3.01978 -3.93421 0.36681
H -2.38194 -4.33626 0.31538
C 0.38159 2.39049 3.93714
N 0.20994 1.20306 4.79915
C 0.25737 1.41167 6.24036
C 0.00675 0.01490 4.22634
O 0.00698 0.02977 2.92435
N -0.20012 -1.21095 4.74190
C -0.27006 -1.62803 6.13336
C -0.37512 -2.32647 3.78491
H 0.55280 3.24145 4.60341
H -0.50482 2.61747 3.32818
H 1.24658 2.31721 3.26179
H -0.71642 1.09968 6.65619
H 1.07662 0.78833 6.63781
H 0.44557 2.48612 6.36971
H -1.25958 -2.09481 6.27880
H 0.52427 -2.37951 6.28434
H -0.13095 -0.74515 6.76316
H -1.24675 -2.20027 3.11699
H 0.50332 -2.48919 3.13535
H -0.53472 -3.24260 4.36213
```

* LUMO level (alpha / beta): -0.2670 / -0.2665 hartree
* net charge: +2
* HOMO level (alpha / beta): -13.916 / -13.900 eV
* multiplicity: 2

Löwdin population analysis, charges in e, atoms 1 to 8:
1. Ce 0.8593
2. Cl 0.1040
3. C -0.0148
4. O 0.1719
5. P 0.9304
6. C -0.3603
7. C -0.3940
8. C -0.3915